Formula: C4H12AgIN3O6P3S2
Source: OMol25
Level of theory: the ωB97M-V functional and the def2-TZVPD basis

calculated total energy	-3040.16132	a.u.
max |F|	6.15	eV Å⁻¹
E_HOMO	-6.812	eV
HOMO-LUMO gap	4.20	eV
charge	0
molecular weight	589.98	g/mol

Element x y z (Å)
C: 0.982 -2.695 -0.336
S: -0.081 -2.043 1.071
O: -1.163 -3.132 1.293
O: 0.802 -2.060 2.287
C: -0.854 -0.407 0.673
P: -2.642 -0.586 -0.036
N: -2.476 -1.736 -1.383
O: -3.097 0.872 -0.782
O: -0.142 -0.052 -0.548
P: 1.082 1.190 -0.360
P: 2.656 2.705 -0.518
N: 4.058 1.817 -1.168
O: 2.095 3.777 -1.734
O: 0.711 1.417 1.346
C: -0.573 0.853 1.673
I: -0.892 0.468 3.839
N: -1.468 2.072 1.458
C: -2.554 1.982 2.168
S: -4.175 1.713 2.459
H: 2.025 -2.320 -0.110
H: 0.972 -3.835 -0.194
H: 0.598 -2.372 -1.350
H: -3.427 -1.837 -1.779
H: -1.970 -1.183 -2.108
H: -3.657 1.424 -0.202
H: 1.970 0.122 0.070
H: 1.511 0.773 -1.702
H: 0.073 2.087 -0.871
H: 4.261 1.073 -0.472
H: 3.686 1.278 -1.980
H: 1.670 3.265 -2.466
Ag: 0.019 -4.633 1.761

---

Formula: C4H12BF4O5Ti
Source: OMol25
Level of theory: the ωB97M-V functional and the def2-TZVPD basis

calculated total energy	-1809.60449	a.u.
max |F|	3.00	eV Å⁻¹
spin multiplicity	4
E_HOMO (spin up / spin down)	-1.625 / -1.616	eV
HOMO-LUMO gap (spin up / spin down)	5.57 / 5.25	eV
charge	-2
⟨S²⟩	3.751
molecular weight	274.81	g/mol

Element x y z (Å)
Ti: -13.330 19.920 -1.558
O: -13.516 20.560 2.013
H: -13.976 19.730 2.244
C: -7.830 22.208 -3.433
C: -8.814 22.162 -2.291
O: -10.024 22.464 -2.499
O: -8.419 21.893 -1.134
H: -8.289 21.639 -4.242
H: -6.850 21.744 -3.327
H: -7.711 23.194 -3.880
B: -11.488 15.930 -1.611
F: -10.404 15.024 -1.509
F: -11.413 16.818 -2.659
F: -12.638 15.163 -1.596
F: -11.471 16.667 -0.458
C: -16.760 16.558 1.430
O: -16.725 17.040 0.107
H: -17.609 16.875 2.037
H: -16.826 15.475 1.321
H: -15.844 16.671 2.008
H: -16.419 16.407 -0.547
C: -16.344 22.179 -4.036
O: -16.205 20.715 -4.147
H: -17.394 22.409 -3.856
H: -15.852 22.508 -3.121
H: -15.978 22.878 -4.789
H: -16.459 20.310 -4.980

---

Formula: C4H12BMgNO3
Source: OMol25
Level of theory: the ωB97M-V functional and the def2-TZVPD basis

calculated total energy	-664.26792	a.u.
max |F|	2.49	eV Å⁻¹
E_HOMO	-16.159	eV
HOMO-LUMO gap	3.20	eV
charge	+2
molecular weight	157.26	g/mol

Element x y z (Å)
C: -2.663 -0.585 -1.106
O: -2.173 0.676 -0.601
B: -1.118 0.502 0.330
O: -1.325 -0.042 1.612
C: 0.341 1.022 -0.195
C: 1.461 0.917 0.898
N: 1.065 1.561 2.146
O: 0.734 0.465 -1.470
C: 0.867 -0.897 -1.408
H: -2.396 -0.761 -2.167
H: -3.746 -0.641 -0.902
H: -2.165 -1.408 -0.517
H: -1.664 -0.941 1.537
H: 0.196 2.114 -0.369
H: 1.808 -0.143 1.113
H: 2.349 1.465 0.501
H: 0.756 0.886 2.842
H: 1.843 2.055 2.576
H: 1.434 -1.259 -0.471
H: -0.073 -1.485 -1.489
H: 1.498 -1.192 -2.304
Mg: 2.972 -2.309 -0.555

---

Formula: C4H12BN2O2Yb
Source: OMol25
Level of theory: the ωB97M-V functional and the def2-TZVPD basis

calculated total energy	-1602.73366	a.u.
max |F|	5.04	eV Å⁻¹
E_HOMO	-12.335	eV
HOMO-LUMO gap	6.55	eV
charge	+1
molecular weight	304.00	g/mol

Element x y z (Å)
C: 2.341 -0.101 1.375
C: 1.645 -0.814 0.216
C: 1.252 0.102 -0.933
N: -0.207 0.389 -1.001
B: -0.890 0.879 0.294
C: -2.491 1.103 -0.110
O: -3.162 -0.178 0.046
N: -2.375 -1.135 -0.513
O: -2.459 -2.412 -0.234
H: 1.670 0.084 2.193
H: 3.189 -0.674 1.700
H: 2.733 0.840 1.030
H: 2.377 -1.503 -0.185
H: 0.815 -1.417 0.571
H: 1.803 1.027 -0.920
H: 1.545 -0.391 -1.867
H: -0.313 1.156 -1.655
H: -0.451 1.917 0.771
H: -0.842 0.025 1.156
H: -2.569 1.451 -1.135
H: -2.962 1.806 0.548
Yb: -0.648 -2.152 -1.347

---

Formula: C4H12BrN2
Source: OMol25
Level of theory: the ωB97M-V functional and the def2-TZVPD basis

calculated total energy	-2842.79660	a.u.
max |F|	4.62	eV Å⁻¹
E_HOMO	-13.178	eV
HOMO-LUMO gap	8.90	eV
charge	+1
molecular weight	168.06	g/mol

Element x y z (Å)
C: -2.846 1.511 -0.036
C: 3.046 -1.421 -0.208
C: -1.555 0.985 -0.651
C: -0.552 -0.996 0.275
N: 2.013 -0.478 -0.731
N: -0.788 0.245 0.338
Br: 2.335 1.244 0.052
H: -3.638 0.751 0.346
H: -2.769 2.089 0.807
H: -3.295 2.119 -0.794
H: 2.825 -2.455 -0.541
H: 4.036 -1.058 -0.658
H: 3.087 -1.267 0.892
H: -0.992 1.872 -0.904
H: -1.714 0.331 -1.552
H: -0.170 -1.579 1.124
H: -0.833 -1.656 -0.561
H: -0.310 0.697 1.188
H: 1.893 -0.213 -1.641

---

Formula: C4H12BrNOSSi
Source: OMol25
Level of theory: the ωB97M-V functional and the def2-TZVPD basis

calculated total energy	-3551.20942	a.u.
max |F|	5.32	eV Å⁻¹
E_HOMO (spin up / spin down)	-9.009 / -9.011	eV
HOMO-LUMO gap (spin up / spin down)	5.86 / 5.86	eV
charge	0
molecular weight	230.20	g/mol

Element x y z (Å)
C: -0.737 -2.089 0.022
C: -1.574 0.535 1.600
C: 1.353 -0.775 2.053
C: 1.177 1.078 -2.671
N: 0.654 0.499 -0.199
O: -1.240 0.234 -2.063
Si: -0.150 -0.553 0.930
S: -0.092 0.952 -1.467
Br: -0.848 4.107 -0.872
H: -0.540 -1.964 -1.081
H: -0.290 -3.052 0.354
H: -1.764 -2.294 0.246
H: -1.317 1.365 2.256
H: -1.941 1.007 0.641
H: -2.334 -0.042 2.134
H: 2.217 -0.221 1.754
H: 1.121 -0.449 3.019
H: 1.797 -1.758 2.010
H: 0.811 1.321 -3.664
H: 1.988 1.878 -2.339
H: 1.709 0.222 -2.662